A cluster of 2 separate species, C2H2F2S in total at a distorted geometry, computed with wB97M-V/def2-TZVPD.

The geometry in XYZ format:
```
7
Properties=species:S:1:pos:R:3:forces:R:3:mulliken_charge:R:1
C -1.1838 -0.7453 -0.5667 -1.335 -0.171 0.604 -0.31
C -1.8406 -1.3566 3.4460 -0.466 -1.116 0.170 0.16
F -2.7762 -2.1547 2.9084 1.299 0.661 0.759 -0.09
F -1.0153 -2.1660 4.0941 -0.900 0.385 -0.746 -0.10
S -0.7662 -0.0814 0.8741 -0.661 -0.642 -1.928 -0.15
H -0.4782 -1.0867 -1.3024 0.742 0.081 -0.069 0.25
H -2.2358 -1.0104 -0.9649 1.320 0.803 1.210 0.22
```
Positions in Å, forces in eV/Å.

Output
Energy above the lowest of the compared OMol25 structures with the same formula, charge and spin (kcal per mole): 66.6
Total energy (hartree): -675.19165
HOMO level (Ha): -0.3301
Frontier orbital gap (hartree): 0.2985

A cluster of 3 separate species, C7H10N2 in total at a distorted geometry, computed with wB97M-V/def2-TZVPD.

The geometry in XYZ format:
```
19
Properties=species:S:1:pos:R:3:forces:R:3:mulliken_charge:R:1
C -2.7081 -1.6834 0.4953 -1.624 -0.427 0.765 0.11
C 1.3857 1.7010 -0.6203 -0.023 -0.729 1.352 -0.42
C 1.2646 0.2415 -1.0148 0.041 -0.347 -1.476 -0.12
C 0.8436 0.2074 1.2920 3.544 1.699 -0.653 -0.60
C -1.3566 -2.0195 0.3709 0.214 -0.057 -1.068 -0.34
C 0.4458 1.4007 0.5745 0.910 0.641 -1.361 0.01
C -0.9706 -0.7705 -0.2980 -0.039 -0.391 -0.197 0.28
N -2.1061 -0.5225 0.5217 0.186 2.121 0.508 -0.14
N 0.2518 -0.0244 0.0063 -1.737 -1.181 -2.646 0.28
H -3.7171 -1.8843 0.9487 1.177 -0.357 -0.805 0.39
H 2.3499 1.7558 -0.1473 0.981 1.348 -0.600 0.32
H 0.9653 2.5419 -1.2308 0.999 -0.952 0.147 0.34
H 0.2720 0.0961 -2.1087 -0.096 -0.097 -1.267 -0.33
H 2.0848 -0.5378 -1.2657 -1.522 1.365 0.431 0.38
H 1.8807 -0.0236 1.4717 0.354 -0.253 -0.341 0.23
H 0.2563 -0.1097 2.0098 -3.015 -1.309 3.773 0.46
H -0.7022 -2.5051 1.0386 0.382 -0.921 1.051 0.31
H -0.2209 2.1793 0.8526 -1.406 -0.230 0.461 0.40
H -0.2188 -0.0431 -2.8965 0.675 0.076 1.926 0.45
```
Positions in Å, forces in eV/Å.

Output
Energy above the lowest of the compared OMol25 structures with the same formula, charge and spin (kcal per mole): 218.2
Total energy (hartree): -381.13114
Total charge: +2
HOMO level (spin up / spin down) (Ha): -0.6929 / -0.6396
Frontier orbital gap (spin up / spin down) (hartree): 0.3144 / 0.2098

A cluster of 2 separate species, C4H11NO in total at a distorted geometry, computed with wB97M-V/def2-TZVPD.

The geometry in XYZ format:
```
17
Properties=species:S:1:pos:R:3:forces:R:3:mulliken_charge:R:1
C -1.6722 -0.1825 -0.2515 0.666 0.057 1.179 -0.11
O -2.6853 -0.5250 -1.0612 -0.140 -0.125 -0.313 -0.33
C -2.0325 -0.1599 1.2452 -0.857 -0.173 -0.515 -0.85
H -1.4102 0.8494 -0.5260 -0.362 0.428 -0.337 0.20
H -0.7408 -0.7582 -0.4029 -0.112 -0.466 -0.347 0.32
H -1.2098 0.0948 1.9105 0.124 0.110 -0.020 0.28
H -2.4238 -1.1340 1.5365 0.190 -0.058 0.025 0.30
H -2.8592 0.5406 1.3559 0.135 0.124 0.282 0.30
C 2.3812 0.3770 -0.4542 1.342 0.636 0.333 0.07
C 2.9567 -0.6944 0.0381 -0.718 -0.533 -0.008 -0.67
N 1.1865 1.0137 0.1191 -1.066 -0.708 -0.308 -0.21
H 2.8831 0.9942 -1.1866 -0.334 0.082 -0.144 0.33
H 3.8920 -1.0388 -0.3792 -0.050 -0.021 -0.043 0.27
H 2.4620 -1.3218 0.7722 0.240 0.098 0.223 0.24
H 0.3608 0.7476 -0.4515 0.359 0.575 -0.084 0.13
H 0.8882 0.6799 1.0418 0.628 -0.048 0.151 0.33
H 1.2807 2.0291 0.1625 -0.043 0.022 -0.076 0.40
```
Positions in Å, forces in eV/Å.

Output
Energy above the lowest of the compared OMol25 structures with the same formula, charge and spin (kcal per mole): 64.5
<S²>: 0.754
Spin multiplicity: 2
Total energy (hartree): -288.61238
Total charge: +1
HOMO level (spin up / spin down) (Ha): -0.5394 / -0.5167
Frontier orbital gap (spin up / spin down) (hartree): 0.3981 / 0.3221

A cluster of 9 separate species, C36H99N9O9 in total at a distorted geometry, computed with wB97M-V/def2-TZVPD.

The geometry in XYZ format:
```
153
Properties=species:S:1:pos:R:3:forces:R:3:mulliken_charge:R:1
C 7.5775 1.4511 -4.1163 -0.505 0.073 -0.745 -1.56
C 6.0923 1.7197 -4.4802 1.449 -1.578 -0.329 1.17
C 5.8029 3.1514 -4.2670 0.740 0.884 1.595 -0.79
O 4.4706 3.4588 -4.4270 -1.479 1.740 -0.241 -0.36
C 4.1102 4.7538 -3.8394 0.449 -0.761 -0.772 -0.83
N 5.8011 1.2599 -5.8408 -0.138 0.089 0.375 -0.76
H 7.8491 1.7709 -3.1103 -0.180 -0.248 0.090 0.36
H 8.2120 2.0205 -4.7954 0.050 0.207 -0.109 0.47
H 7.8264 0.4083 -4.3133 -0.091 -0.076 0.352 0.39
H 5.4585 1.0471 -3.9022 -0.125 0.402 0.702 -0.28
H 6.4736 3.7822 -4.8503 0.002 0.093 -0.641 0.31
H 6.0616 3.4165 -3.2418 0.307 -0.138 0.549 0.42
H 3.2971 5.1680 -4.4354 -0.499 -0.477 0.566 0.28
H 4.8474 5.5537 -3.9091 0.797 -0.407 -0.343 0.37
H 3.9668 4.6172 -2.7675 -0.646 -0.005 -0.038 0.32
H 6.4789 1.5956 -6.5101 0.041 0.260 -0.122 0.25
H 4.9092 1.7015 -6.0126 -0.225 -0.125 -0.810 0.29
C -2.4257 8.0225 -1.4773 -0.420 -1.712 0.217 -1.32
C -3.0666 6.8537 -0.5522 1.413 2.855 -1.510 0.39
C -2.1133 5.8397 0.0323 0.553 -0.500 -1.255 0.25
O -1.5909 5.0160 -1.0218 -0.230 -0.823 0.626 -0.47
C -1.1387 3.7295 -0.5674 0.520 0.689 -0.586 -0.29
N -3.6587 7.6536 0.5096 -0.983 -1.162 0.326 -0.72
H -3.2051 8.7080 -1.8100 -0.159 -0.055 0.454 0.38
H -1.9612 7.6932 -2.4067 0.291 -0.358 0.252 0.31
H -1.7051 8.5564 -0.8578 0.076 0.075 -0.117 0.32
H -3.8315 6.3130 -1.1095 -0.143 0.141 0.039 0.18
H -2.6938 5.2650 0.7541 -0.031 -0.445 0.160 -0.44
H -1.2683 6.2891 0.5539 0.065 0.319 0.207 0.33
H -0.5414 3.2526 -1.3445 -0.158 0.248 -0.324 0.15
H -1.9426 3.0284 -0.3430 -0.298 0.178 0.347 -0.12
H -0.4353 3.8455 0.2571 -0.177 -0.017 0.487 0.45
H -2.9562 8.1091 1.0746 0.307 0.132 -0.083 0.31
H -4.0502 6.9302 1.0957 -0.605 0.347 0.816 0.23
C -0.2088 -4.8879 0.6252 -0.297 -0.133 1.273 -1.01
C 1.3332 -4.7727 0.6303 -1.705 -0.280 -2.450 0.26
C 1.7159 -4.5315 -0.8920 0.170 0.044 0.938 -0.93
O 1.0996 -3.3588 -1.3892 -0.068 0.361 -0.900 -0.28
C 1.4380 -3.0966 -2.7815 0.272 0.135 0.375 -0.87
N 1.7596 -3.7527 1.5562 0.318 0.408 -0.317 -0.56
H -0.5174 -4.9669 1.6676 -0.092 -0.031 0.378 0.01
H -0.6587 -5.7812 0.1919 0.507 -0.024 -0.441 0.55
H -0.7580 -4.0239 0.2511 0.421 0.184 -0.341 0.03
H 1.7495 -5.7272 0.9525 0.120 -0.025 -0.175 0.52
H 1.3707 -5.4130 -1.4322 0.090 -0.118 -0.247 0.46
H 2.7889 -4.3965 -1.0284 0.335 -0.356 0.123 0.41
H 2.5097 -2.9422 -2.9072 0.334 -0.666 0.185 0.28
H 1.0788 -2.1453 -3.1739 -0.819 0.051 0.762 0.23
H 1.0552 -3.8735 -3.4434 0.134 -0.193 0.153 0.32
H 2.7274 -3.6329 1.2935 0.759 0.076 0.709 0.36
H 1.3963 -2.8757 1.2114 -0.479 0.340 -0.005 -0.12
C -3.4915 -2.0574 1.1898 0.564 -0.888 0.048 1.36
C -4.1494 -3.1721 0.4250 -1.610 -1.114 -1.396 0.14
C -5.0786 -4.1106 1.3029 -0.111 0.073 -1.426 -0.95
O -5.7632 -5.1389 0.5192 0.612 0.448 1.828 -0.40
C -6.6849 -5.9204 1.3756 0.409 1.322 -1.522 -0.73
N -4.9639 -2.5647 -0.6466 -0.433 0.005 0.457 -0.53
H -2.5118 -2.4668 1.4361 0.217 0.396 0.639 -0.49
H -4.0854 -1.8015 2.0672 0.186 0.363 0.028 -0.14
H -3.2935 -1.2197 0.5210 -0.237 0.093 0.232 -0.65
H -3.4160 -3.7311 -0.1561 0.251 -0.381 0.478 0.34
H -5.8522 -3.4397 1.6763 -0.161 0.203 0.422 0.35
H -4.5629 -4.5664 2.1481 0.229 -0.157 0.127 0.38
H -6.3554 -5.9925 2.4121 0.467 -0.505 -0.182 0.30
H -6.8134 -6.8389 0.8029 0.030 -0.162 0.645 0.25
H -7.6397 -5.3968 1.4257 -0.160 0.064 -0.148 0.30
H -5.7506 -2.1637 -0.1564 -0.391 0.658 -0.033 0.26
H -5.4231 -3.2941 -1.1731 0.149 -0.397 -0.310 0.28
C -1.4216 1.0524 -3.1504 -2.167 -0.866 -0.271 -1.40
C -2.7020 0.4499 -2.3720 2.453 0.687 0.662 2.18
C -4.0537 0.6716 -2.9723 0.360 1.823 -1.491 -1.15
O -4.2682 2.0821 -3.2488 -0.945 -0.189 0.821 -0.37
C -4.7986 2.8456 -2.1447 0.856 -0.771 0.048 -0.31
N -2.5294 -0.9889 -2.2471 -0.810 -0.465 -0.254 -0.52
H -1.4771 0.5422 -4.1120 0.325 -0.097 -0.160 0.43
H -0.4853 0.7784 -2.6641 -0.137 0.171 0.103 0.11
H -1.4674 2.1152 -3.3879 -0.084 0.049 0.449 0.27
H -2.6664 0.8572 -1.3616 -0.227 0.569 0.283 -0.68
H -4.8682 0.1847 -2.4360 -0.091 0.324 0.575 0.45
H -4.0599 0.1899 -3.9500 0.033 0.047 -0.239 0.41
H -5.5632 2.2933 -1.5984 -0.481 -0.045 -0.300 0.34
H -5.1484 3.8306 -2.4539 -0.121 -0.332 -0.444 0.30
H -4.0348 3.0336 -1.3901 0.450 0.059 0.035 -0.14
H -2.1582 -1.2188 -1.3364 0.315 -0.041 -0.037 -0.37
H -3.4877 -1.2971 -2.1649 -0.174 -0.929 -0.129 0.36
C 7.9993 -3.8839 -1.0204 0.024 0.247 0.927 -1.45
C 7.3094 -2.9012 -1.9457 -0.159 -0.527 -0.036 0.54
C 7.1427 -1.5022 -1.3703 0.228 -0.167 -1.252 -0.13
O 6.3551 -1.5424 -0.2503 -0.388 -0.911 2.251 -0.39
C 5.8272 -0.2959 0.1004 -0.167 0.253 -0.814 -0.35
N 7.9821 -2.8764 -3.2377 -0.297 0.619 -0.017 -0.66
H 9.0392 -3.6271 -0.8183 0.157 0.334 -0.188 0.34
H 8.0345 -4.8931 -1.4308 -0.336 -0.017 0.009 0.40
H 7.5136 -3.8630 -0.0449 -0.119 -0.378 0.070 0.32
H 6.2862 -3.2425 -2.1026 -0.134 -0.196 -0.143 0.01
H 6.5708 -0.8966 -2.0734 0.554 0.231 -0.768 -0.06
H 8.1243 -1.0774 -1.1607 0.230 0.410 -0.009 0.30
H 5.1273 -0.0249 -0.6901 -0.524 0.219 0.066 -0.08
H 6.5706 0.5003 0.0611 0.348 0.024 0.445 0.36
H 5.3266 -0.3400 1.0676 0.163 -0.101 -0.083 0.30
H 8.9310 -2.5782 -3.0624 0.328 0.026 -0.229 0.28
H 8.0347 -3.8294 -3.5678 0.089 -0.060 -0.220 0.28
C -0.0244 -2.3202 5.6252 0.094 0.750 -0.321 -1.27
C -1.1209 -3.2235 5.1304 1.044 -0.714 1.429 0.01
C -2.3241 -2.4969 4.3940 -1.484 2.508 -0.515 1.67
O -3.1218 -1.5902 5.1889 2.845 -2.138 0.387 -0.35
C -4.3171 -0.9925 4.7858 -1.263 -0.140 -0.669 -0.33
N -0.5740 -4.2540 4.3221 -2.168 1.143 -0.574 -0.24
H 0.8310 -2.8899 5.9882 -0.337 -0.138 0.340 0.42
H -0.4697 -1.7023 6.4049 0.439 0.206 -0.007 0.42
H 0.3941 -1.7053 4.8284 -0.213 0.290 -0.085 0.18
H -1.5360 -3.6490 6.0440 -0.619 -0.465 -0.059 0.42
H -2.8623 -3.1105 3.6716 -0.580 -0.363 0.480 -0.21
H -1.7634 -1.8417 3.7273 0.543 0.337 -0.156 -0.63
H -4.9271 -1.6688 4.1869 0.018 0.010 -0.206 0.33
H -4.1088 -0.0679 4.2475 0.268 -0.046 -0.390 -0.13
H -4.9257 -0.6926 5.6389 0.406 -0.317 0.360 0.27
H -0.1248 -3.8899 3.4940 1.268 -0.110 -0.307 0.14
H -1.2515 -4.9414 4.0244 -0.012 -0.732 0.231 0.35
C -1.6861 1.5798 4.6542 0.655 -1.232 -1.051 -1.04
C -1.9784 2.8692 3.9203 0.152 -1.133 -0.245 0.94
C -3.3246 2.8276 3.2194 0.124 0.318 0.977 -0.85
O -3.3862 1.6420 2.4380 -1.139 -0.452 -0.361 0.21
C -4.6883 1.4092 1.8476 -0.128 0.850 -0.155 -0.81
N -1.8407 3.8830 4.9307 -0.023 1.372 -0.178 -0.79
H -1.7238 0.7228 3.9818 -0.152 -0.024 -0.174 -0.16
H -2.3642 1.3415 5.4736 0.014 0.512 0.136 0.25
H -0.6463 1.5851 4.9815 -0.021 0.103 0.467 0.58
H -1.2749 3.1140 3.1246 0.526 -0.816 -0.255 0.13
H -3.4051 3.7698 2.6774 -0.309 -0.112 -0.699 -0.04
H -4.0733 2.8777 4.0099 -0.515 -0.356 -0.006 0.34
H -5.5084 1.5815 2.5446 0.115 0.370 0.351 0.47
H -4.9170 0.4213 1.4480 1.142 -0.407 0.300 0.05
H -4.8324 2.0569 0.9829 0.022 0.365 0.053 0.15
H -1.6424 4.7233 4.4066 -0.569 0.868 0.115 0.31
H -0.9100 3.7399 5.2958 0.111 -0.269 0.697 0.32
C -0.0072 -0.3840 1.8059 0.122 -0.054 0.824 -0.42
C 0.1383 -0.0307 0.3376 0.575 0.699 1.381 1.97
C 1.5756 0.3103 -0.0188 -0.177 1.092 -0.635 -1.19
O 1.5705 0.9777 -1.2931 -1.261 -0.115 1.187 0.11
C 2.8180 1.3051 -1.7944 0.806 -0.421 -0.714 -1.20
N -0.3503 -1.0959 -0.4411 -0.603 -0.404 -0.464 1.39
H 0.3863 -1.3688 2.0577 0.170 -0.242 -0.173 -0.53
H -1.0567 -0.3922 2.1003 -0.147 0.074 -0.195 -0.62
H 0.5021 0.3082 2.4765 0.029 0.224 -0.057 0.71
H -0.4818 0.8578 0.2184 0.058 0.228 -0.410 -0.77
H 2.2210 -0.5637 -0.1067 0.033 -0.397 0.239 0.12
H 1.9371 0.9557 0.7817 0.552 0.360 -0.116 0.58
H 3.4853 1.7209 -1.0395 0.021 0.279 0.066 0.40
H 2.7236 1.9607 -2.6600 -0.209 0.327 0.285 0.28
H 3.2879 0.4142 -2.2111 0.361 -0.348 0.096 0.37
H -0.3546 -0.7406 -1.3865 0.011 -0.512 -0.471 -0.12
H 0.3542 -1.8184 -0.3990 -0.126 -0.467 -0.451 -0.88
```
Positions in Å, forces in eV/Å.

Output
Energy above the lowest of the compared OMol25 structures with the same formula, charge and spin (kcal per mole): 20.9
<S²>: 0.758
Spin multiplicity: 2
Total energy (hartree): -2600.37133
Total charge: +1
HOMO level (spin up / spin down) (Ha): -0.3861 / -0.3861
Frontier orbital gap (spin up / spin down) (hartree): 0.2983 / 0.0844